Molecular formula: C3H3FS
Method: DFT, ωB97M-V/def2-TZVPD

Structure (XYZ):
```
8
Properties=species:S:1:pos:R:3:lowdin_charge:R:1
C -0.33 -0.12 -0.22 -0.30
C 0.18 0.45 1.07 -0.70
C 0.55 -0.16 -1.48 0.02
F 0.43 -1.30 -2.10 0.04
S 0.45 2.00 1.34 0.71
H -0.67 -1.12 0.00 0.09
H -1.09 0.61 -0.34 0.09
H 0.48 -0.37 1.75 0.06
```

Computed properties:
Charge: 0
LUMO level (alpha / beta) in eV: -0.687 / -0.686
Kohn-Sham gap (alpha / beta) in eV: 8.435 / 8.436
Maximum force in eV Å⁻¹: 1.9
Energy relative to the best compared isomer or geometry (same formula, charge and spin) in kJ/mol: 286.1
Multiplicity: 1

Molecular formula: C3H3FeLiO3
Method: DFT, ωB97M-V/def2-TZVPD

Structure (XYZ):
```
11
Properties=species:S:1:pos:R:3:lowdin_charge:R:1
O -0.41 1.14 -1.76 0.07
C -1.38 0.65 -1.42 -0.27
C -1.99 -0.31 -0.65 0.02
Li 1.44 0.39 -1.92 0.62
Fe 0.51 -0.87 -0.79 0.84
H -2.83 0.33 -0.64 0.08
H -1.65 -0.43 0.38 0.09
O 0.75 0.04 1.90 0.00
C 1.48 -0.68 1.04 -0.52
O 2.72 -0.63 1.32 -0.04
H 1.37 0.36 2.56 0.11
```

Computed properties:
Charge: +1
LUMO level (alpha / beta) in eV: -6.277 / -6.525
Kohn-Sham gap (alpha / beta) in eV: 5.758 / 7.146
Maximum force in eV Å⁻¹: 6.2
Energy relative to the best compared isomer or geometry (same formula, charge and spin) in kJ/mol: 485.7
Multiplicity: 6